Computed, not measured: a molecular structure, C2BrF3S, with the ωB97M-V functional and the def2-TZVPD basis.

As for the frontier orbital gap: 7.701 eV. Its spin multiplicity is 1. The value obtained for the energy is -3347.8478 a.u. The total charge is 0.

Atoms and positions in Å:
C -0.85924 -0.07760 0.01894
C 0.41286 -0.04814 -0.57298
F -0.13553 1.56092 1.35437
F 0.95829 1.04962 -0.91018
F 0.64343 -1.00560 -1.44246
S -2.24204 -0.65833 0.32739
Br 1.22222 -0.82088 1.22493